Computed, not measured: C24H42CaCl3N4O3Si as an isolated structure in a non-equilibrium geometry, with ωB97M-V with the def2-TZVPD basis set.

Each line ends with the Löwdin charge.
Atoms and positions in Å:
C 1.66 6.76 -2.31  -0.11
C 1.51 6.71 -3.78  -0.21
H 2.70 6.89 -2.02  0.07
H 1.29 5.80 -1.91  -0.11
H 1.10 7.57 -1.85  0.09
C 2.14 7.65 -4.52  -0.12
C 3.00 8.75 -3.96  -0.12
H 2.07 7.67 -5.62  0.09
H 3.77 8.40 -3.26  0.07
H 2.43 9.53 -3.42  0.08
H 3.53 9.30 -4.76  0.06
Ca -0.64 1.98 -2.15  0.84
Cl -3.08 2.37 -1.56  -0.35
Cl 0.57 4.10 -1.40  -0.11
C -2.04 -0.32 -3.46  -0.34
O -0.94 -0.23 -2.85  -0.18
N -2.22 -0.72 -4.72  -0.17
C -1.13 -1.27 -5.55  -0.02
C -3.37 -0.20 -5.43  -0.04
H -2.96 0.00 -2.98  0.08
H -0.53 -2.02 -4.98  0.11
H -0.45 -0.48 -5.94  0.08
H -1.62 -1.75 -6.41  0.09
H -4.16 -0.07 -4.70  0.09
H -3.65 -0.91 -6.21  0.08
H -3.15 0.77 -5.89  0.10
H 3.92 2.92 1.40  0.02
H 3.58 3.54 -1.29  0.06
C 4.77 2.33 1.02  -0.12
C 4.47 2.88 -1.37  -0.08
N 4.46 1.89 -0.32  -0.23
H 4.92 1.44 1.64  0.08
C 3.63 0.81 -0.45  -0.41
O 3.28 0.33 -1.54  -0.08
H 4.47 2.42 -2.37  0.08
H 3.41 0.35 0.55  0.11
H 5.68 2.92 1.01  0.07
H 5.36 3.50 -1.26  0.07
O 0.88 4.28 -3.99  -0.33
C 0.54 5.65 -4.36  -0.24
C 1.56 5.68 -6.66  -0.11
C 0.41 5.78 -5.87  -0.21
H 2.53 5.67 -6.18  0.11
C 1.46 5.69 -8.04  -0.08
H -0.41 5.79 -3.81  0.15
C -0.85 5.93 -6.47  -0.04
H 2.37 5.58 -8.65  0.11
C 0.23 5.96 -8.65  -0.10
C -0.93 6.04 -7.86  -0.10
H -1.74 6.03 -5.84  0.12
H 0.17 6.12 -9.73  0.10
H -1.89 6.26 -8.33  0.10
Si 1.38 2.92 -4.93  0.43
Cl 1.53 2.74 0.48  -0.30
C 2.97 3.09 -5.87  -0.16
C -0.13 2.69 -6.05  -0.14
C 1.37 1.34 -3.97  -0.19
H 2.77 3.55 -6.85  0.02
H 3.37 2.06 -6.02  0.04
H 3.72 3.67 -5.32  0.05
H 1.80 1.42 -2.96  0.03
H 1.78 0.48 -4.52  0.07
H 0.29 1.03 -3.94  -0.03
H -0.25 3.52 -6.77  0.02
H -1.07 2.66 -5.46  0.05
H -0.03 1.76 -6.60  0.02
C -2.36 -1.62 0.24  -0.02
C -0.90 -1.75 0.25  -0.42
N 0.01 -0.85 -0.11  0.11
C 1.23 -1.50 -0.07  -0.12
C 1.06 -2.80 0.37  -0.11
N -0.30 -2.93 0.59  0.05
H -2.80 -2.62 0.15  0.07
H -2.73 -1.14 1.15  0.09
H -2.65 -1.00 -0.63  0.06
H 2.13 -1.01 -0.39  0.05
H 1.78 -3.60 0.51  0.09
H -0.79 -3.79 0.83  0.14

Charge: -1
Energy relative to the best compared isomer or geometry (same formula, charge and spin) (kJ/mol): 584.8

=====

Computed, not measured: a 2-piece molecular cluster, C5H10N5S2 overall in a non-equilibrium geometry, with ωB97M-V with the def2-TZVPD basis set.

Each line ends with the natural charge from an NBO analysis.
Atoms and positions in Å:
C -0.09 1.95 -0.48  0.53
C -0.86 0.02 0.28  0.32
C -1.86 -0.49 -1.90  0.01
C 1.77 -1.34 -1.41  0.01
C -0.32 -0.90 2.68  -0.80
N -0.78 1.50 -1.44  -0.28
N -0.18 1.13 0.65  -0.57
N -1.27 0.22 -1.03  -0.33
N 0.57 3.12 -0.42  -0.78
N 1.44 -1.08 -0.24  -0.68
S -2.35 -2.08 -1.39  0.06
S -1.38 -1.21 1.27  0.53
H 2.62 -1.88 -1.80  0.18
H -2.61 -2.52 -2.71  0.20
H 1.44 -0.52 -2.11  0.17
H 0.72 -0.54 2.54  0.24
H -0.18 -1.93 3.19  0.29
H -1.01 -0.10 3.18  0.26
H 0.37 1.42 1.57  0.46
H 0.85 3.60 -1.30  0.44
H 1.21 3.16 0.32  0.39
H 1.91 -1.51 0.58  0.36

Charge: +1
Energy relative to the best compared isomer or geometry (same formula, charge and spin) (kJ/mol): 480.0

=====

Computed, not measured: one molecule with the formula C6H4O in a non-equilibrium geometry, with ωB97M-V with the def2-TZVPD basis set.

Each line ends with the natural charge from an NBO analysis.
Atoms and positions in Å:
C -1.23 -0.48 3.04  -0.11
C -0.40 -0.75 2.21  -0.12
C -0.27 -1.33 0.88  0.45
O -0.53 -2.49 0.69  -0.47
C 0.03 -0.39 -0.18  -0.15
C 0.38 0.36 -1.05  0.13
C 0.90 1.21 -2.11  -0.70
H -2.05 -0.37 3.70  0.24
H 0.24 1.22 -2.98  0.25
H 1.87 0.79 -2.43  0.25
H 1.06 2.23 -1.76  0.24

SMILES: C#CC(=O)C#CC
Charge: 0
Energy relative to the best compared isomer or geometry (same formula, charge and spin) (kJ/mol): 261.4

=====

Computed, not measured: one molecule with the formula C6H10N4O in a non-equilibrium geometry, with ωB97M-V with the def2-TZVPD basis set.

Each line ends with the natural charge from an NBO analysis.
Atoms and positions in Å:
C 0.50 1.94 0.13  0.02
C 1.72 1.28 -0.09  -0.16
C -0.98 0.19 0.19  0.40
C 1.11 -1.12 -0.06  0.71
C 3.37 -0.40 -0.51  -0.40
C -3.25 0.21 -0.59  -0.43
N -0.76 1.47 0.15  -0.62
N 1.95 -0.11 -0.16  -0.46
N -2.08 -1.83 -0.13  -0.67
N -2.02 -0.44 -0.20  -0.27
O 1.16 -2.34 0.02  -0.59
H 0.64 2.99 0.15  0.19
H 2.48 1.97 -0.36  0.21
H 4.01 0.35 -0.08  0.22
H 3.51 -1.30 -0.01  0.22
H 3.41 -0.47 -1.59  0.21
H -3.74 -0.36 -1.38  0.21
H -3.89 0.34 0.23  0.19
H -2.84 1.13 -0.82  0.24
H -2.88 -2.16 0.33  0.36
H -1.13 -2.19 0.05  0.41

Charge: 0
Energy relative to the best compared isomer or geometry (same formula, charge and spin) (kJ/mol): 461.3

=====

Computed, not measured: one molecule with the formula C10H12O3, with ωB97M-V with the def2-TZVPD basis set.

Each line ends with the natural charge from an NBO analysis.
Atoms and positions in Å:
C 5.15 -0.31 0.62  -0.61
C 3.65 -0.53 0.70  -0.42
C 2.99 -0.34 -0.66  -0.07
O 1.58 -0.53 -0.58  -0.51
C 0.84 0.56 -0.29  0.79
O 1.31 1.67 -0.15  -0.61
C -0.60 0.25 -0.15  -0.22
C -1.08 -1.05 -0.22  -0.13
C -2.43 -1.30 -0.07  -0.31
C -3.31 -0.24 0.16  0.34
O -4.65 -0.44 0.32  -0.66
C -2.83 1.06 0.22  -0.28
C -1.48 1.30 0.07  -0.12
H 5.37 0.71 0.30  0.21
H 5.61 -0.46 1.59  0.22
H 5.61 -0.99 -0.09  0.20
H 3.44 -1.54 1.06  0.20
H 3.21 0.18 1.40  0.21
H 3.20 0.66 -1.04  0.20
H 3.34 -1.09 -1.38  0.19
H -0.40 -1.87 -0.39  0.23
H -2.81 -2.31 -0.11  0.21
H -4.85 -1.38 0.26  0.48
H -3.53 1.87 0.39  0.23
H -1.09 2.31 0.12  0.24

SMILES: CCCOC(=O)c1ccc(O)cc1
Charge: 0
Energy relative to the best compared isomer or geometry (same formula, charge and spin) (kJ/mol): 0.0

=====

Computed, not measured: C7H9NO4 as an isolated structure in a non-equilibrium geometry, with ωB97M-V with the def2-TZVPD basis set.

Each line ends with the natural charge from an NBO analysis.
Atoms and positions in Å:
C 0.35 2.02 0.17  -0.15
C -0.55 2.11 1.22  -0.26
C 0.04 1.32 -0.97  -0.30
C -1.77 1.47 1.12  -0.16
C -1.19 0.67 -1.11  0.44
C -2.09 0.74 -0.03  -0.08
C -1.13 -1.98 1.61  0.30
N -3.38 0.13 -0.08  0.55
O -3.73 -0.38 -1.14  -0.43
O -4.07 0.15 0.91  -0.37
O -1.43 0.01 -2.24  -0.66
O -1.53 -1.48 0.60  -0.53
H 1.31 2.52 0.24  0.22
H -0.30 2.66 2.11  0.22
H 0.74 1.25 -1.80  0.23
H -2.49 1.52 1.91  0.24
H 2.67 -1.16 -1.80  0.00
H -0.07 -2.23 1.76  0.11
H 3.06 -0.71 -2.30  0.00
H -1.79 -2.21 2.46  0.11
H -2.33 -0.39 -2.18  0.51

Charge: 0
Energy relative to the best compared isomer or geometry (same formula, charge and spin) (kJ/mol): 397.6

=====

Computed, not measured: a 2-piece molecular cluster, H3ISi overall in a non-equilibrium geometry, with ωB97M-V with the def2-TZVPD basis set.

Each line ends with the natural charge from an NBO analysis.
Atoms and positions in Å:
Si -0.13 0.19 0.00  0.67
I 2.30 -0.04 -0.02  -0.19
H -0.50 1.04 1.11  -0.15
H -0.56 0.55 -1.33  -0.16
H -1.11 -1.74 0.25  -0.17

Charge: 0
Energy relative to the best compared isomer or geometry (same formula, charge and spin) (kJ/mol): 186.4

=====

Computed, not measured: C45H46FeN5O2PS4Sb as an isolated structure in a non-equilibrium geometry, with ωB97M-V with the def2-TZVPD basis set.

Each line ends with the Mulliken spin population.
Atoms and positions in Å:
Fe -0.29 -0.25 -0.51  1.05
C 1.79 3.79 -3.04  0.00
N 0.37 3.64 -2.75  0.00
C -0.57 4.66 -2.83  0.00
C -1.74 4.16 -2.43  0.00
N -1.52 2.82 -2.10  0.00
C -0.21 2.52 -2.30  0.01
S 0.61 1.02 -2.23  -0.01
C -2.51 2.01 -1.47  0.00
C -3.81 2.08 -1.94  0.00
C -4.79 1.40 -1.22  0.00
C -4.43 0.72 -0.07  0.00
C -3.09 0.69 0.28  0.00
N -2.13 1.30 -0.43  -0.01
H 1.94 4.74 -3.55  0.00
H 2.12 2.97 -3.68  0.00
H 2.36 3.77 -2.12  0.00
H -0.31 5.65 -3.17  0.00
H -2.70 4.63 -2.31  0.00
H -4.05 2.65 -2.82  0.00
H -5.82 1.42 -1.56  0.00
H -5.16 0.21 0.54  0.00
H -2.77 0.17 1.17  0.00
C -0.99 -2.95 2.89  0.00
C -0.59 -1.86 2.10  -0.01
N -1.00 -1.69 0.85  -0.03
C -1.86 -2.60 0.34  0.01
C -2.33 -3.70 1.05  0.00
C -1.86 -3.87 2.36  0.00
C -3.28 -4.58 0.41  0.00
C -3.71 -4.35 -0.84  0.00
C -3.22 -3.22 -1.59  0.00
C -3.63 -2.90 -2.89  0.00
C -3.09 -1.80 -3.52  0.00
C -2.13 -1.04 -2.85  0.01
N -1.74 -1.32 -1.62  -0.04
C -2.28 -2.38 -1.00  0.00
H -0.62 -3.05 3.90  0.00
H 0.07 -1.11 2.50  0.02
H -2.19 -4.72 2.94  0.00
H -3.64 -5.44 0.97  0.00
H -4.43 -5.01 -1.31  0.00
H -4.37 -3.52 -3.39  0.00
H -3.38 -1.53 -4.53  0.00
H -1.65 -0.20 -3.33  0.00
C 5.69 1.73 -0.33  0.01
C 5.50 3.00 0.47  0.00
C 4.81 4.10 -0.30  0.00
O 4.82 2.66 1.73  0.00
P 3.34 2.72 2.23  0.00
S 2.30 4.28 2.17  0.00
S 2.52 1.19 0.90  0.06
O 3.39 2.00 3.61  0.00
C 4.27 1.00 4.23  0.00
C 4.11 -0.33 3.52  0.00
C 5.71 1.46 4.31  0.00
H 6.34 1.94 -1.18  0.00
H 4.74 1.34 -0.71  0.00
H 6.17 0.95 0.27  0.00
H 6.47 3.35 0.81  0.00
H 3.81 3.78 -0.61  0.00
H 5.40 4.32 -1.18  0.00
H 4.71 5.00 0.30  0.00
H 3.86 0.94 5.23  0.00
H 4.46 -0.27 2.49  0.00
H 3.06 -0.64 3.52  0.00
H 4.69 -1.10 4.03  0.00
H 6.19 1.48 3.33  0.00
H 6.25 0.76 4.95  0.00
H 5.78 2.45 4.76  0.00
S 0.63 1.16 1.38  0.03
Sb 2.06 -2.10 -0.20  -0.06
C 0.99 -3.34 -1.60  0.00
C 0.56 -4.63 -1.26  0.01
C -0.17 -5.39 -2.17  0.00
C -0.47 -4.89 -3.43  0.00
C -0.05 -3.61 -3.78  0.00
C 0.65 -2.84 -2.86  0.00
C 2.69 -3.70 1.04  -0.02
C 3.36 -4.78 0.46  -0.01
C 3.81 -5.83 1.25  0.00
C 3.59 -5.81 2.62  0.00
C 2.91 -4.75 3.20  0.00
C 2.46 -3.70 2.41  0.01
C 3.88 -1.84 -1.27  -0.02
C 3.88 -1.36 -2.58  0.01
C 5.08 -1.21 -3.27  0.00
C 6.28 -1.52 -2.66  0.00
C 6.29 -1.97 -1.35  0.00
C 5.10 -2.13 -0.65  0.00
H 0.79 -5.05 -0.29  0.00
H -0.49 -6.39 -1.89  0.00
H -1.02 -5.50 -4.14  0.00
H -0.28 -3.22 -4.76  0.00
H 0.94 -1.84 -3.15  0.00
H 3.54 -4.80 -0.61  0.00
H 4.33 -6.66 0.79  0.00
H 3.95 -6.62 3.24  0.00
H 2.73 -4.74 4.27  0.00
H 1.94 -2.87 2.88  0.00
H 2.95 -1.11 -3.08  0.00
H 5.06 -0.85 -4.29  0.00
H 7.21 -1.41 -3.20  0.00
H 7.23 -2.22 -0.86  0.00
H 5.12 -2.49 0.37  0.00

Spin multiplicity: 2
Charge: +2
Calculated total energy (eV): -152501.572

=====

Which of these has the lowest charge? C24H42CaCl3N4O3Si